No. 1
Below is 9 unconnected molecules or ions with the total composition C4H26N8O9 at a distorted geometry, with properties calculated with the ωB97M-V functional and the def2-TZVPD basis.

Structure (XYZ):
```
47
Properties=species:S:1:pos:R:3
N -0.49891 1.71751 1.00254
C -0.14035 0.54846 0.40347
N 1.15038 0.21537 0.67805
O -0.82402 0.00943 -0.45774
H 0.09491 2.09581 1.72090
H -1.43558 2.07385 0.93432
H 1.65251 -0.57021 0.30010
H 1.57638 0.58952 1.50861
N -3.58095 0.00885 -2.50574
C -3.51673 -0.68480 -3.66971
N -2.44823 -1.52426 -3.61885
O -4.17690 -0.40630 -4.65852
H -3.06752 -0.38601 -1.73883
H -4.32321 0.67325 -2.40412
H -2.19228 -2.20577 -4.30334
H -1.76516 -1.11763 -3.00514
N 4.68261 -2.15577 2.98983
C 4.23117 -2.18889 1.71082
N 5.01270 -1.51754 0.81824
O 3.14130 -2.66767 1.40993
H 4.17446 -2.61123 3.72633
H 5.43288 -1.55680 3.28306
H 5.98480 -1.37630 1.02745
H 4.73146 -1.52621 -0.14689
N -0.68981 1.27457 -3.48645
C -0.38249 2.61971 -3.40845
N 0.05506 3.00869 -2.18049
O -0.36003 3.32611 -4.40071
H -0.48715 0.71777 -2.67085
H -0.49125 0.89564 -4.39661
H 0.23776 3.98824 -2.06196
H 0.28302 2.35721 -1.45509
O 0.63912 -2.88325 2.63077
H 0.74949 -3.66832 3.17271
H 1.52959 -2.67282 2.30898
O -2.76850 -1.16361 1.34668
H -2.41361 -0.58033 0.65953
H -2.19307 -1.02997 2.10498
O -0.73200 3.02179 3.76897
H -1.05403 2.99866 4.67366
H -1.53085 3.04329 3.22716
O 1.92472 -3.12589 -1.06804
H 2.23844 -2.97550 -0.16035
H 2.66152 -3.54915 -1.51599
O -3.41309 2.71969 2.68477
H -4.36429 2.57678 2.71762
H -3.33428 3.66402 2.50443
```

frontier orbital gap = 8.8 eV
LUMO energy = -0.006 Ha
SMILES string = NC(N)=O.NC(N)=O.NC(N)=O.NC(N)=O.O.O.O.O.O

---

No. 2
Below is 10 unconnected molecules or ions with the total composition C4H26NO12 at a distorted geometry, with properties calculated with the ωB97M-V functional and the def2-TZVPD basis.

Structure (XYZ):
```
43
Properties=species:S:1:pos:R:3
C -0.47959 2.46000 1.66072
O -1.89307 2.56992 1.89114
C -0.11006 1.39590 0.62071
C -0.75362 0.03472 0.96744
C -0.42074 -0.85198 -0.21230
O -1.30362 -0.90006 -1.12275
O 0.70255 -1.37555 -0.31975
N 1.36037 1.42845 0.58492
H -0.05811 3.39434 1.30413
H -0.07632 2.07589 2.59504
H -2.32516 2.44740 1.03649
H -0.36088 1.67763 -0.39670
H -1.79121 0.14681 1.25959
H -0.24301 -0.27673 1.87254
H 1.66340 1.34969 -0.37700
H 1.80313 0.62493 1.01102
H 2.59054 -0.27944 3.39557
H 1.70335 -1.31831 2.55384
O 1.70725 -0.51366 3.12543
H -1.11501 1.48208 -3.37509
H 0.39689 1.44404 -3.75334
O -0.50967 1.28722 -4.09967
H -2.08423 0.40117 -1.74231
H -3.51290 0.75007 -1.79155
O -2.67554 1.13928 -2.06230
H -1.52000 -2.99628 2.66115
H -1.51203 -3.17201 1.23443
O -0.90111 -3.09179 1.97688
H 0.87494 -2.85313 2.00992
H 1.72916 -2.67633 0.75035
O 1.79971 -2.77128 1.71614
H -0.88930 -0.05929 3.88148
H -1.95796 0.86174 3.21128
O -1.82119 0.13963 3.83681
H -0.69086 -1.64900 -2.72442
H -0.35390 -1.00636 -4.05572
O -0.04525 -1.69712 -3.46066
H 1.60533 -1.03209 -1.92039
H 2.49663 -1.70762 -3.01694
O 2.46314 -0.98809 -2.38497
H 2.11165 2.02491 -2.31564
H 2.26573 0.55844 -2.89336
O 2.13057 1.52186 -3.13214
```

frontier orbital gap = 8.9 eV
LUMO energy = 0.100 Ha
charge = -1

---

No. 3
Below is 8 unconnected molecules or ions with the total composition C4H26NO8 at a distorted geometry, with properties calculated with the ωB97M-V functional and the def2-TZVPD basis.

Structure (XYZ):
```
39
Properties=species:S:1:pos:R:3
O 0.39377 -3.02287 -1.90206
C 1.09383 -2.72057 -0.69671
C 1.35502 -1.20750 -0.66516
N 0.29483 -0.42902 0.03589
C -0.93361 -0.25990 -0.84598
C -1.91124 0.68213 -0.20231
H 0.86863 -3.70319 -2.40030
H 0.42788 -3.00089 0.12030
H 2.06393 -3.21947 -0.71220
H 2.31219 -0.95637 -0.18780
H 1.36662 -0.94463 -1.71277
H 0.69120 0.47416 0.31505
H -0.02552 -0.88058 0.89028
H -0.58802 0.15992 -1.78622
H -1.27882 -1.27987 -1.00197
H -2.67240 1.03792 -0.88096
H -2.41662 0.31517 0.68055
H -1.33200 1.55164 0.10400
H 2.08676 1.26509 -3.67652
H 3.27623 0.51739 -3.14119
O 2.30529 0.48479 -3.14861
H -4.47661 1.59260 3.16403
H -4.66274 0.42082 2.10320
O -4.05762 0.86809 2.69536
H -1.34393 -2.40434 2.58622
H -2.04860 -1.04361 2.62470
O -1.42689 -1.57294 2.10739
H -0.36132 1.74241 2.17936
H 1.06158 2.10103 2.45526
O 0.47093 1.89088 1.71536
H 2.70336 1.96306 -0.71159
H 3.28225 1.04512 0.34012
O 3.50452 1.81549 -0.19082
H 0.29334 0.32440 -5.08023
H -0.38685 1.66236 -5.26817
O -0.07461 1.06451 -4.57946
H -0.62561 1.67604 5.00052
H 0.62564 0.69026 5.11567
O 0.14521 1.30046 4.55773
```

frontier orbital gap = 11.3 eV
LUMO energy = -0.089 Ha
charge = +1

---

No. 4
Below is 9 unconnected molecules or ions with the total composition C4H26NO9 at a distorted geometry, with properties calculated with the ωB97M-V functional and the def2-TZVPD basis.

Structure (XYZ):
```
40
Properties=species:S:1:pos:R:3
C -1.47423 -0.49023 -2.62311
N -1.94542 0.62120 -1.81385
C -0.03708 2.10639 -2.31834
C -0.80913 1.44845 -1.20308
C 0.10125 0.58449 -0.22634
O -0.56658 0.48681 1.00215
H -1.33315 -0.11139 -3.65146
H -0.52442 -0.88829 -2.16766
H -2.04277 -1.41271 -2.81240
H -2.33672 0.06341 -0.95261
H -0.68365 2.62554 -3.07567
H 0.72946 1.44984 -2.75624
H 0.54658 2.98965 -2.03348
H -1.27491 2.24342 -0.61064
H 1.10047 1.03509 0.01193
H 0.10447 -0.43174 -0.58661
H 0.74316 -2.67326 1.58104
H -0.24693 -1.80185 1.08870
O 0.29228 -2.53653 0.65195
H -0.18910 -0.26711 2.10341
H -0.00658 -0.82747 3.71418
O 0.47587 -0.72029 2.89892
H 1.92597 -2.23449 -0.17820
H 2.92340 -1.17487 -0.19060
O 2.61723 -1.88431 -0.78217
H 3.06888 0.47204 -2.21422
H 2.64396 -0.92361 -2.64531
O 2.98301 -0.12373 -2.95723
H -2.55073 -2.02346 1.66275
H -1.25715 -2.04343 2.51396
O -2.01378 -2.56724 2.23759
H -2.03342 0.06936 0.91641
H -3.63700 0.29778 0.68436
O -2.98351 -0.22034 1.13990
H -0.05931 1.77833 1.75563
H 0.13020 2.30362 3.17043
O 0.63265 2.28079 2.32404
H 2.32640 1.17514 2.76635
H 1.90630 0.44798 1.60766
O 2.75401 0.87701 1.96788
```

frontier orbital gap = 9.0 eV
LUMO energy = 0.116 Ha
charge = -1

---

No. 5
Below is 10 unconnected molecules or ions with the total composition C4H27NO9 at a distorted geometry, with properties calculated with the ωB97M-V functional and the def2-TZVPD basis.

Structure (XYZ):
```
41
Properties=species:S:1:pos:R:3
C 0.09285 -0.54500 -1.04818
C -1.29116 0.03301 -1.23201
C -1.35579 0.47838 -2.71823
N -0.12348 -0.07728 -3.36055
C 0.56149 -0.97382 -2.42842
H 0.08516 -1.41189 -0.39386
H 0.77611 0.20261 -0.66197
H -1.58336 0.84896 -0.59703
H -2.00954 -0.78529 -1.18240
H -2.30464 0.15403 -3.14908
H -1.27344 1.55009 -2.90196
H -0.37654 -0.49725 -4.24413
H 1.63052 -0.87749 -2.57295
H 0.30140 -2.03162 -2.54914
O -3.42071 -0.32442 1.25061
H -4.35076 -0.43545 1.46369
H -2.96621 -1.15994 1.46490
O 1.63093 -0.38621 1.56077
H 2.33158 0.14120 1.95794
H 1.06209 0.24539 1.10234
O 2.61458 2.24230 1.00129
H 2.03030 3.01503 1.06067
H 3.43945 2.37384 1.47626
O 0.05231 3.58607 1.44819
H -0.58341 2.84788 1.49176
H 0.20060 3.75986 0.50959
O 0.02226 -2.37247 2.63990
H 0.68025 -1.77327 2.23897
H 0.34369 -2.73945 3.46424
O -2.19387 -2.85191 0.90455
H -1.55931 -2.85542 0.17911
H -1.62214 -2.99142 1.67291
O -1.18309 1.14002 1.59863
H -2.11002 0.84159 1.53803
H -0.71857 0.43473 2.06145
O 3.16657 -2.35613 0.24525
H 2.51073 -1.71536 0.57140
H 3.89593 -2.28141 0.86715
O 1.02978 2.74531 -1.30516
H 0.61934 2.35603 -2.08742
H 1.94813 2.44616 -1.33712
```

frontier orbital gap = 8.9 eV
LUMO energy = 0.007 Ha
SMILES string = C1CCNC1.O.O.O.O.O.O.O.O.O